95
Properties=species:S:1:pos:R:3:forces:R:3 method="wB97M-V/def2-TZVPD" charge=+1 spin_multiplicity=1 fmax_ev_per_a=10.95 lumo_ev=-3.36 homo_energy_ev=-11.9337 orbital_gap_ev=8.58
C -2.6686 -3.3551 4.2598 1.07 0.59 0.21
C -1.4381 -3.0250 3.2504 -1.68 0.55 1.20
O -1.6497 -3.5489 1.9182 1.71 0.23 0.62
C -0.4167 -4.0881 1.3462 0.04 -1.43 -0.55
C -0.2863 -3.7958 -0.2329 -0.15 -1.14 0.37
O 0.9410 -3.0858 -0.5941 -1.76 1.62 0.58
C 0.4939 -1.7185 -0.8538 -0.17 -0.14 -1.09
C 1.6854 -0.6906 -1.1211 -0.53 -0.03 -0.69
O 2.9280 -1.1807 -0.6137 -0.70 1.00 0.89
C 3.3890 -0.6055 0.6019 1.21 0.92 -0.88
O 4.1222 -1.6258 1.2960 -0.76 1.51 -0.79
C 2.2603 0.1094 1.5323 2.57 -2.00 2.63
C 3.1974 0.9055 2.6042 0.36 0.20 0.12
C 1.4982 -1.0686 2.2616 -0.07 -1.87 0.19
C 2.1246 -1.4894 3.7045 1.86 -2.19 -0.86
O 2.7886 -2.5453 3.8145 -2.70 3.83 -0.16
N 1.4040 1.1156 0.7468 2.02 0.31 -0.30
S -0.0370 1.6557 1.5847 -4.36 6.86 7.35
C -1.5757 0.6781 1.4268 -2.18 -1.29 -0.75
O 0.1887 1.6993 3.0974 0.81 -2.16 -4.30
O -0.3894 3.1100 1.2962 1.52 -4.62 -1.68
C 1.3409 0.8687 -0.7296 0.33 -1.58 -4.27
C 2.4893 1.6513 -1.5968 0.18 -0.20 -0.37
O 2.6219 3.0504 -1.3409 0.74 -0.88 0.55
C 3.8189 3.4096 -0.6106 0.29 1.42 0.35
C -0.0080 1.1531 -1.5414 -0.25 0.74 -0.12
C -0.4117 2.6710 -1.8284 -1.23 1.17 -0.21
C -2.0106 2.9430 -1.6667 1.16 0.33 -0.47
O -0.1330 2.9972 -3.2376 0.47 -0.01 1.26
H -2.2938 -3.0003 5.2934 -0.63 -0.60 -1.51
H -2.8806 -4.4710 4.3322 0.16 1.54 -0.29
H -3.5889 -2.7246 4.0308 1.12 -1.13 0.08
H -0.5027 -3.4124 3.7744 -0.99 0.53 -1.08
H -1.4469 -1.8727 3.1535 0.45 -1.58 0.39
H -0.4977 -5.2356 1.4620 0.22 1.68 -0.16
H 0.5229 -3.7851 1.9167 -1.28 -0.12 -0.83
H -1.1985 -3.2230 -0.6073 1.04 -0.82 0.55
H -0.2743 -4.8086 -0.7620 0.18 1.60 0.68
H -0.2276 -1.3471 -0.0535 0.98 -0.49 -0.64
H -0.1161 -1.7849 -1.8282 0.93 0.33 1.58
H 1.8157 -0.6513 -2.2688 -0.07 0.00 1.88
H 4.1509 0.2279 0.3488 -1.14 -0.99 0.23
H 4.9899 -1.6642 0.8362 -0.77 -0.11 0.47
H 3.6997 1.8294 2.1234 -1.00 -1.28 0.69
H 4.0864 0.2538 2.9474 -1.58 0.68 -0.86
H 2.6489 1.1842 3.5574 0.47 -0.05 -1.49
H 0.3868 -0.9767 2.4502 1.30 0.39 -0.31
H 1.6307 -2.0245 1.6240 -0.20 1.55 0.92
H 1.9606 -0.7644 4.5693 0.09 -0.91 -0.83
H 2.0146 1.9745 0.8428 -0.90 -0.22 -0.17
H -2.2284 0.9279 0.5085 1.60 -0.16 1.18
H -2.2390 0.9779 2.3246 1.73 -0.02 -1.12
H -1.4834 -0.4540 1.4838 0.37 1.46 -0.13
H 2.1867 1.5288 -2.7118 0.18 0.40 2.70
H 3.5110 1.1470 -1.5110 -1.55 0.51 0.13
H 3.5876 3.4062 0.5100 0.59 -0.13 -1.25
H 4.7437 2.8005 -0.8715 -1.36 0.45 0.34
H 4.0765 4.5043 -0.8688 -0.58 -1.73 0.34
H 0.1961 0.7309 -2.6003 -0.17 0.61 1.87
H -0.9677 0.5828 -1.2236 2.90 1.65 0.64
H 0.1335 3.4603 -1.2264 -0.57 -1.49 -0.34
H -2.3799 2.8081 -0.5997 0.36 0.05 -1.42
H -2.5350 2.3006 -2.4441 0.45 0.80 1.25
H -2.1606 4.0352 -1.9794 0.11 -1.54 0.53
H 0.1666 3.9321 -3.2330 -0.27 -0.77 -0.12
C -3.5025 -5.4410 -0.2946 -0.18 0.20 0.21
Cl -3.9064 -6.8005 0.7586 0.06 0.37 -0.20
Cl -2.4537 -5.9515 -1.6260 -0.12 -0.04 -0.20
H -4.4214 -5.0277 -0.7074 0.13 -0.18 -0.03
H -2.9867 -4.6813 0.2916 -0.02 -0.18 -0.03
C 4.7492 0.5715 -4.5595 0.10 -0.14 -0.33
Cl 5.5118 0.9221 -3.0040 0.26 -0.04 -0.08
Cl 2.9850 0.7449 -4.4899 0.36 -0.35 -1.06
H 5.1401 1.2628 -5.3040 -0.14 0.01 0.20
H 4.9902 -0.4512 -4.8444 -0.12 0.12 0.16
C -2.5784 -0.4328 -4.0822 -0.45 -0.20 -0.51
Cl -1.3417 0.2110 -5.1659 -0.06 -0.05 0.12
Cl -2.0316 -0.3908 -2.3965 -2.20 -1.40 -1.43
H -3.4811 0.1688 -4.1765 0.20 0.00 0.09
H -2.7910 -1.4640 -4.3598 0.13 0.13 0.10
C -0.6106 6.5395 -0.9252 -0.20 0.18 0.17
Cl -0.5398 6.5975 -2.6906 -0.06 -0.04 -0.03
Cl 0.7664 5.6525 -0.2601 0.10 0.20 0.10
H -0.5979 7.5563 -0.5369 0.09 -0.14 -0.15
H -1.5309 6.0412 -0.6241 0.18 -0.03 -0.08
C -5.4404 -10.3961 1.8917 -0.05 -0.27 0.00
Cl -6.6860 -9.6504 0.8838 -0.01 -0.09 0.00
Cl -4.3510 -9.1787 2.5682 0.02 -0.32 0.28
H -5.9206 -10.9330 2.7079 0.04 0.20 -0.09
H -4.8616 -11.0893 1.2838 -0.05 0.22 0.03
C -2.0160 10.7438 -0.4618 -0.04 0.31 -0.02
Cl -2.4808 9.3947 0.5828 -0.07 0.03 0.09
Cl -0.9749 10.2015 -1.7838 0.00 0.07 -0.01
H -2.9151 11.1920 -0.8812 0.11 -0.19 0.02
H -1.4784 11.4813 0.1318 -0.01 -0.22 -0.06